Computed, not measured: a cluster of 11 separate species, C33H88O11 in total, with ωB97M-V/def2-TZVPD.

```
132
Properties=species:S:1:pos:R:3:lowdin_charge:R:1
C -2.403 5.294 -0.865 -0.0735
C -1.290 5.255 0.106 -0.4955
C 0.031 4.898 -0.613 -0.0525
O -1.211 6.524 0.776 -0.0511
H -2.638 4.325 -1.304 0.0788
H -2.139 6.078 -1.574 0.0899
H -3.341 5.521 -0.358 0.0857
H -1.525 4.491 0.848 0.1346
H 0.867 4.770 0.075 0.0577
H 0.446 5.658 -1.275 0.0823
H -0.117 3.909 -1.047 0.0585
H -1.245 7.234 0.130 0.0799
C 2.224 3.148 -4.518 -0.0365
C 0.872 2.527 -4.785 -0.5483
C 0.885 1.199 -5.504 -0.0450
O 0.186 2.298 -3.635 -0.0499
H 2.136 3.939 -3.773 0.0754
H 2.531 3.664 -5.429 0.0817
H 3.013 2.483 -4.166 0.0706
H 0.224 3.231 -5.308 0.1338
H 1.659 0.600 -5.024 0.0821
H 1.134 1.302 -6.560 0.0826
H -0.024 0.598 -5.520 0.0768
H -0.462 1.639 -3.896 0.0755
C -0.405 -4.201 0.556 -0.0437
C -1.148 -5.312 1.327 -0.4388
C -1.862 -6.331 0.468 -0.0521
O -0.170 -5.885 2.232 -0.0790
H -1.081 -3.608 -0.060 0.0674
H 0.363 -4.529 -0.144 0.0623
H 0.074 -3.473 1.210 0.0593
H -1.845 -4.862 2.034 0.1195
H -2.289 -7.209 0.953 0.0764
H -1.240 -6.719 -0.338 0.0778
H -2.743 -5.853 0.039 0.0767
H 0.200 -5.261 2.861 0.0188
C 3.271 -3.747 -0.853 -0.0212
C 2.793 -2.247 -1.092 -0.4381
C 1.597 -2.149 -2.043 -0.0481
O 2.420 -1.517 0.061 -0.0747
H 3.972 -3.738 -0.019 0.0635
H 3.675 -4.159 -1.778 0.0790
H 2.446 -4.369 -0.506 0.0516
H 3.592 -1.653 -1.536 0.1275
H 1.525 -1.085 -2.267 0.0725
H 0.636 -2.534 -1.700 0.0605
H 1.902 -2.603 -2.985 0.0864
H 3.199 -1.439 0.617 0.0956
C 0.538 1.345 0.870 -0.0143
C -0.679 0.496 0.536 -0.4473
C -1.155 0.699 -0.973 -0.0044
O -0.353 -0.840 0.623 -0.0855
H 1.412 1.081 0.275 0.0786
H 0.805 1.117 1.902 0.0652
H 0.323 2.413 0.873 0.0587
H -1.494 0.605 1.251 0.1210
H -0.478 0.397 -1.772 0.0608
H -1.319 1.776 -1.025 0.0618
H -1.996 0.026 -1.137 0.0486
H 0.559 -0.928 0.334 0.0437
C 3.364 3.880 3.041 -0.0477
C 1.865 3.776 3.385 -0.4836
C 1.526 2.595 4.270 -0.0532
O 1.585 5.008 4.044 -0.0569
H 3.968 3.839 3.948 0.0830
H 3.627 4.790 2.502 0.0748
H 3.640 3.051 2.389 0.0616
H 1.217 3.762 2.508 0.1067
H 1.808 1.622 3.868 0.0587
H 0.466 2.551 4.518 0.0822
H 2.095 2.663 5.197 0.0835
H 1.569 5.687 3.366 0.0844
C -2.769 0.044 4.081 -0.0531
C -2.169 -1.224 3.435 -0.4732
C -2.456 -2.431 4.343 -0.0402
O -2.777 -1.331 2.162 -0.0592
H -2.752 0.945 3.468 0.0703
H -2.140 0.225 4.952 0.0721
H -3.782 -0.141 4.439 0.0764
H -1.127 -0.966 3.244 0.1026
H -2.106 -3.399 3.986 0.0576
H -3.538 -2.522 4.444 0.0817
H -2.017 -2.402 5.340 0.0749
H -2.035 -1.248 1.558 0.0344
C 2.888 -3.853 2.837 -0.0226
C 1.896 -3.275 3.869 -0.4822
C 1.449 -1.873 3.561 -0.0538
O 0.797 -4.093 4.118 -0.0512
H 3.244 -4.827 3.175 0.0864
H 3.676 -3.119 2.669 0.0787
H 2.471 -4.095 1.859 0.0530
H 2.350 -3.207 4.858 0.1356
H 2.320 -1.218 3.569 0.0843
H 0.743 -1.577 4.337 0.0781
H 0.953 -1.747 2.598 0.0567
H 0.507 -3.966 5.024 0.1099
C -2.074 -2.550 -3.127 -0.0281
C -2.856 -2.621 -4.449 -0.5143
C -4.403 -2.597 -4.383 -0.0336
O -2.460 -1.566 -5.238 -0.0498
H -1.000 -2.476 -3.302 0.0639
H -2.308 -3.501 -2.648 0.0800
H -2.355 -1.720 -2.479 0.0584
H -2.552 -3.550 -4.932 0.1275
H -4.772 -3.493 -3.883 0.0794
H -4.811 -2.532 -5.391 0.0734
H -4.764 -1.709 -3.865 0.0634
H -2.829 -1.710 -6.113 0.0900
C 6.553 3.014 -1.379 -0.0492
C 5.640 2.145 -0.469 -0.5315
C 4.365 1.754 -1.171 -0.0505
O 6.271 0.970 -0.124 -0.0320
H 7.471 3.282 -0.856 0.0749
H 6.069 3.970 -1.580 0.0773
H 6.759 2.530 -2.334 0.0814
H 5.446 2.777 0.397 0.1211
H 4.663 1.313 -2.122 0.0813
H 3.826 2.653 -1.470 0.0783
H 3.747 1.080 -0.576 0.0635
H 7.215 1.132 -0.071 0.0892
C -5.312 1.077 0.720 -0.0679
C -6.085 0.677 -0.501 -0.4828
C -5.142 0.522 -1.687 -0.0665
O -6.661 -0.613 -0.324 -0.0484
H -4.341 0.583 0.751 0.0658
H -5.837 0.901 1.659 0.0867
H -5.110 2.148 0.741 0.0798
H -6.830 1.452 -0.681 0.1366
H -4.411 -0.275 -1.547 0.0630
H -4.521 1.410 -1.800 0.0710
H -5.661 0.392 -2.636 0.0750
H -6.143 -1.085 0.333 0.0839
```

The total energy comes out at -58168.343 eV. The SMILES is CC(C)O.CC(C)O.CC(C)O.CC(C)O.CC(C)O.CC(C)O.CC(C)O.CC(C)O.CC(C)O.CC(C)O.CC(C)O. For the HOMO energy, the calculation gives -9.26 eV. As for the largest force on an atom: 3.35 eV Å⁻¹. The frontier orbital gap comes out at 9.6 eV. Its energy relative to the best compared isomer or geometry (same formula, charge and spin) is 3.578 eV. The spin multiplicity is 1.